# 1
C26H16Br2ClFeN4O | ωB97M-V with the def2-TZVPD basis set

```
51
Properties=species:S:1:pos:R:3:forces:R:3:nbo_charge:R:1
Fe -2.099 -0.303 -0.644 1.228 0.159 -0.162 1.3314
Cl -3.916 -1.974 5.979 -0.007 -0.060 0.163 0.2055
C -3.711 -1.336 4.441 -0.064 0.074 -0.080 0.0258
C -4.803 -0.693 3.802 0.109 -0.086 0.120 -0.1737
C -4.639 -0.183 2.557 0.140 0.000 -0.056 -0.1951
C -3.383 -0.330 1.878 0.275 -0.087 0.003 0.4668
O -3.256 0.119 0.703 -0.936 0.412 0.454 -0.6375
C -2.265 -0.972 2.548 0.009 0.074 -0.374 -0.1541
C -0.917 -1.064 1.963 -0.162 0.052 0.390 0.1793
N -0.606 -0.943 0.733 -0.202 -0.154 -0.423 -0.4844
C 0.804 -1.006 0.432 -0.049 0.018 -0.038 0.1050
C 1.563 -1.960 1.100 -0.049 -0.094 0.024 -0.2255
C 2.943 -1.930 1.039 0.026 0.017 0.019 -0.1619
C 3.555 -0.879 0.386 0.027 -0.034 -0.040 -0.2035
C 2.813 0.051 -0.336 0.022 0.019 -0.097 0.1195
C 3.539 1.273 -0.871 -0.052 0.067 -0.015 -0.4985
C 1.824 2.726 -1.897 0.197 0.048 0.115 -0.1828
C 1.032 1.782 -2.372 -0.158 -0.082 0.098 -0.2173
N -0.692 1.204 -0.783 -0.001 -0.227 0.267 -0.3438
C 1.416 -0.064 -0.427 -0.159 0.093 -0.007 -0.0825
C -2.448 -1.438 3.814 -0.078 -0.088 0.277 -0.1471
H -5.751 -0.615 4.317 0.031 -0.022 0.037 0.2675
H -5.443 0.322 2.038 0.045 -0.004 -0.037 0.2631
H -0.122 -1.213 2.693 -0.032 0.010 0.047 0.2092
H 1.064 -2.736 1.667 0.013 0.027 -0.018 0.2300
H 3.529 -2.680 1.553 -0.007 0.015 -0.018 0.2467
H 4.631 -0.767 0.428 -0.022 0.003 -0.002 0.2411
H 4.468 1.400 -0.318 -0.003 0.005 0.061 0.2647
H 1.994 3.662 -2.422 0.041 -0.065 -0.022 0.2613
H 0.491 1.903 -3.303 0.014 0.012 0.023 0.2409
H -1.629 -1.897 4.354 -0.064 -0.004 0.044 0.2545
Br 1.509 -2.753 -5.481 0.075 -0.050 -0.106 0.2054
C 0.417 -2.012 -4.173 0.013 -0.062 -0.048 -0.0165
C -0.879 -2.487 -3.994 -0.051 0.002 0.007 -0.2586
C -1.636 -1.923 -2.998 0.071 0.089 0.059 0.0760
N -1.172 -0.928 -2.212 -0.149 -0.394 -0.278 -0.5536
C 0.062 -0.463 -2.406 0.032 0.112 0.079 0.2628
C 0.893 -0.988 -3.374 0.094 0.123 -0.002 -0.2690
C 0.535 0.661 -1.493 -0.002 0.032 -0.075 0.0640
C 2.588 2.419 -0.676 -0.042 -0.027 -0.215 0.0491
C 2.242 2.955 0.536 -0.070 0.125 -0.011 -0.1132
Br 3.434 2.782 1.995 0.059 -0.006 0.081 0.1230
C 1.053 3.638 0.788 -0.076 -0.059 0.004 -0.2298
C -0.203 3.459 0.078 0.099 -0.125 0.146 0.0631
N -0.768 2.423 -0.423 -0.208 0.148 -0.357 -0.0957
H -1.280 -3.276 -4.614 0.002 0.003 0.022 0.2688
H -2.646 -2.266 -2.809 -0.006 0.013 0.007 0.2220
H 1.894 -0.599 -3.502 -0.023 -0.012 -0.008 0.2606
H 3.788 1.178 -1.927 0.054 -0.006 -0.001 0.2469
H 1.039 4.389 1.569 -0.065 -0.077 0.040 0.2499
H -0.854 4.331 0.062 0.061 0.071 -0.100 0.2405
```
Positions in Å, forces in eV/Å.

## Properties
HOMO-LUMO gap (alpha / beta) = 6.454 / 5.498 eV
Lowest unoccupied orbital energy (alpha / beta) = -6.62 / -8.89 eV
Net charge = +2
<S²> = 8.9946
Spin multiplicity = 6
Highest occupied orbital energy (alpha / beta) = -13.08 / -14.39 eV

# 2
C26H16BrN3O3Ru | ωB97M-V with the def2-TZVPD basis set

```
50
Properties=species:S:1:pos:R:3:forces:R:3:nbo_charge:R:1
Ru 0.187 0.112 -0.002 0.598 0.116 3.378 1.1979
Br 5.999 4.720 0.326 0.010 -0.030 0.002 0.1002
C 4.757 3.308 0.177 0.179 0.108 -0.003 -0.1250
C 5.214 1.985 0.134 -0.186 0.023 -0.033 -0.1552
C 4.311 0.958 0.013 0.040 -0.232 -0.031 -0.2421
C 2.931 1.202 -0.045 -0.454 0.777 0.176 0.3759
O 2.109 0.187 -0.133 0.128 -0.896 -0.692 -0.6185
C 2.468 2.550 -0.001 0.514 -0.516 0.034 -0.1579
C 1.097 2.917 -0.021 -0.367 0.323 0.136 0.2081
N 0.069 2.132 -0.115 0.480 -0.024 0.154 -0.4814
C -1.255 2.624 -0.015 -0.508 0.132 -0.108 0.1061
C -1.652 3.937 0.062 0.300 -0.151 -0.047 -0.1801
C -3.011 4.273 0.160 -0.217 0.084 0.054 -0.1784
C -3.983 3.313 0.179 0.013 0.090 0.028 -0.1640
C -3.621 1.953 0.103 0.171 -0.108 0.014 -0.1025
C -4.551 0.892 0.146 0.117 -0.055 -0.033 -0.0628
C -4.107 -0.399 0.065 -0.275 -0.034 -0.024 -0.2634
C -2.739 -0.652 -0.067 0.042 0.091 -0.023 0.1151
N -1.839 0.314 -0.082 -0.467 -0.198 -0.090 -0.4626
C -2.257 1.619 0.002 0.135 0.097 0.033 0.2319
C 3.423 3.585 0.106 -0.194 0.111 -0.015 -0.1692
H 6.273 1.775 0.194 0.007 0.015 -0.010 0.2442
H 4.645 -0.069 -0.036 -0.017 -0.007 0.040 0.2392
H 0.903 3.980 0.095 0.079 0.041 -0.089 0.1913
H -0.925 4.737 0.048 -0.028 0.030 -0.005 0.2253
H -3.291 5.315 0.232 0.044 0.011 -0.030 0.2388
H -5.027 3.584 0.262 -0.008 -0.015 -0.007 0.2352
H -5.607 1.111 0.240 -0.002 0.005 0.015 0.2382
H -4.798 -1.229 0.102 0.024 -0.021 -0.035 0.2472
H -2.372 -1.666 -0.163 0.047 0.002 0.071 0.2221
H 3.091 4.616 0.130 -0.033 -0.010 0.022 0.2298
O 0.117 -1.423 3.822 0.039 0.609 0.121 -0.5484
C 0.179 -1.141 2.654 0.034 -1.220 -0.376 0.7406
O 0.240 0.044 2.117 -0.417 0.959 -1.944 -0.6159
C 0.193 -2.287 1.646 0.005 0.427 0.320 0.1538
C 0.203 -3.626 2.056 -0.042 -0.171 0.002 -0.2251
C 0.193 -4.600 1.100 0.003 0.048 0.023 -0.0939
C 0.189 -4.244 -0.271 -0.009 0.151 -0.025 -0.0985
C 0.179 -5.191 -1.321 -0.004 -0.043 0.046 -0.1506
C 0.175 -4.784 -2.624 0.017 -0.068 -0.036 -0.1955
C 0.187 -3.411 -2.946 -0.028 0.070 0.026 -0.1838
C 0.195 -2.471 -1.954 -0.034 0.046 0.135 -0.1641
C 0.192 -2.871 -0.602 -0.019 -0.169 0.103 0.1431
N 0.182 -1.923 0.391 0.220 -0.336 -1.124 -0.4354
H 0.211 -3.835 3.116 -0.007 0.010 0.001 0.2672
H 0.184 -5.646 1.379 0.026 -0.008 -0.029 0.2356
H 0.175 -6.245 -1.071 0.000 -0.003 -0.009 0.2295
H 0.166 -5.514 -3.421 0.008 -0.006 0.005 0.2351
H 0.190 -3.105 -3.983 0.004 0.004 0.000 0.2329
H 0.206 -1.409 -2.183 0.033 -0.057 -0.123 0.1899
```
Positions in Å, forces in eV/Å.

## Properties
HOMO-LUMO gap (alpha / beta) = 6.615 / 6.207 eV
Lowest unoccupied orbital energy (alpha / beta) = -4.38 / -4.83 eV
ΔE to the lowest compared entry with this formula, charge and spin = 7.3 kcal/mol
Net charge = +1
<S²> = 0.7627
Spin multiplicity = 2
Highest occupied orbital energy (alpha / beta) = -10.99 / -11.03 eV

# 3
C26H16F9NO4PPd | ωB97M-V with the def2-TZVPD basis set

```
58
Properties=species:S:1:pos:R:3:forces:R:3:nbo_charge:R:1
Pd 0.736 0.941 0.631 -0.277 0.281 0.575 1.0065
C -2.968 -4.960 -0.804 0.060 -0.009 -0.041 -0.2183
C -3.447 -4.054 0.131 -0.034 0.019 0.022 -0.2172
C -2.781 -2.854 0.337 -0.001 0.018 -0.021 -0.1935
C -1.637 -2.539 -0.394 -0.049 0.041 0.395 -0.3295
C -1.151 -3.463 -1.316 -0.046 0.005 0.016 -0.1573
C -1.817 -4.664 -1.522 -0.031 0.018 0.019 -0.2205
P -0.853 -0.886 -0.100 0.273 -0.101 -0.831 0.8826
C 0.767 -1.221 -0.906 -0.067 -0.098 -0.018 -0.2821
C 1.692 -1.928 -0.132 -0.012 -0.046 -0.116 -0.2366
C 2.950 -2.217 -0.635 -0.011 -0.001 0.042 -0.2041
C 3.299 -1.790 -1.909 -0.007 -0.011 -0.008 -0.1983
C 2.389 -1.078 -2.677 0.027 0.015 -0.035 -0.1983
C 1.124 -0.794 -2.182 -0.045 -0.026 0.011 -0.2429
C -1.784 0.130 -1.308 -0.040 -0.019 0.037 -0.3383
C -2.596 -0.390 -2.284 0.061 0.070 0.070 -0.2082
C -3.334 0.465 -3.132 -0.013 -0.090 -0.006 -0.2352
C -3.279 1.818 -2.966 -0.030 0.025 -0.054 -0.1621
C -2.472 2.395 -1.957 0.083 -0.115 0.097 -0.0960
C -2.426 3.791 -1.739 -0.026 0.042 -0.055 -0.2100
C -1.639 4.306 -0.748 -0.016 -0.005 0.026 -0.1967
C -0.834 3.460 0.047 -0.107 0.031 0.002 -0.2647
C -0.846 2.107 -0.139 0.200 -0.125 0.098 -0.1900
C -1.689 1.542 -1.130 -0.128 0.100 0.002 -0.0137
H -3.484 -5.898 -0.967 0.004 0.011 0.009 0.2069
H -4.338 -4.285 0.702 0.016 0.024 0.005 0.2096
H -3.151 -2.146 1.071 -0.015 -0.020 0.000 0.2199
H -0.254 -3.242 -1.880 -0.001 -0.007 -0.004 0.2184
H -1.436 -5.370 -2.250 0.005 0.007 0.012 0.2075
H 1.414 -2.247 0.867 0.063 0.026 0.037 0.2242
H 3.670 -2.741 -0.019 -0.027 -0.013 -0.020 0.2123
H 4.289 -1.994 -2.297 -0.003 0.031 0.018 0.2095
H 2.676 -0.718 -3.658 -0.022 -0.001 0.022 0.2160
H 0.420 -0.224 -2.776 0.022 0.020 0.008 0.2315
H -2.685 -1.461 -2.408 -0.008 -0.028 -0.015 0.2162
H -3.956 0.031 -3.906 0.003 0.028 0.004 0.2047
H -3.859 2.473 -3.608 0.008 -0.007 0.028 0.2010
H -3.020 4.438 -2.374 0.006 -0.003 0.024 0.1976
H -1.612 5.377 -0.580 0.005 0.001 -0.011 0.2030
H -0.192 3.908 0.795 0.048 -0.012 0.001 0.2209
F 3.014 -0.624 4.415 -0.033 0.070 -0.115 -0.3333
C 2.926 0.349 3.480 -0.167 -0.118 0.022 0.9495
F 2.988 -0.264 2.298 0.018 0.100 -0.021 -0.3076
F 4.028 1.103 3.606 0.022 0.016 0.085 -0.3234
C 1.569 1.169 3.605 0.014 0.029 0.070 0.0305
O 0.598 0.676 2.827 0.419 0.120 -0.527 -0.8087
C 1.108 1.092 5.098 -0.078 -0.048 -0.033 0.9579
F 0.582 -0.105 5.373 0.019 0.036 0.017 -0.3137
F 2.107 1.307 5.978 -0.002 0.016 -0.005 -0.3321
F 0.160 2.007 5.361 0.015 -0.020 -0.022 -0.3231
C 1.862 2.681 3.281 -0.086 -0.095 -0.081 0.9492
F 0.712 3.354 3.137 0.119 -0.015 0.050 -0.3160
F 2.585 3.314 4.222 -0.049 0.012 -0.010 -0.3273
F 2.526 2.798 2.119 -0.038 -0.044 0.045 -0.3164
O 1.669 2.165 -1.405 0.233 -0.179 -0.018 -0.5393
N 2.852 1.789 -1.184 -0.018 0.062 -0.048 0.7133
O 3.773 2.086 -1.938 -0.197 -0.105 0.146 -0.4673
O 3.053 1.088 -0.152 -0.056 0.089 0.100 -0.5671
```
Positions in Å, forces in eV/Å.

## Properties
HOMO-LUMO gap (alpha / beta) = 7.343 / 6.882 eV
Lowest unoccupied orbital energy (alpha / beta) = 2.55 / 1.31 eV
ΔE to the lowest compared entry with this formula, charge and spin = 16.2 kcal/mol
Net charge = -1
<S²> = 2.0119
Spin multiplicity = 3
Highest occupied orbital energy (alpha / beta) = -4.79 / -5.57 eV

# 4
C26H16N5O5RuS3 | ωB97M-V with the def2-TZVPD basis set

```
56
Properties=species:S:1:pos:R:3:forces:R:3:nbo_charge:R:1
Ru 0.028 -0.421 0.087 -0.225 0.843 0.056 1.3439
O -3.671 0.352 -1.426 -0.129 -0.014 -0.036 -0.4785
C -2.531 0.070 -1.205 0.160 0.032 0.304 0.6418
N -1.926 -0.114 0.042 -0.122 -0.167 0.006 -0.6753
C -2.607 -0.153 1.267 0.127 0.002 -0.299 0.6433
O -3.789 -0.213 1.440 -0.103 0.051 0.002 -0.4834
C -1.629 -0.129 2.420 0.257 0.015 -0.250 0.1290
C -2.061 0.087 3.706 -0.062 0.027 0.153 -0.1880
C -1.112 0.211 4.711 -0.021 -0.011 0.011 -0.1072
C 0.234 0.112 4.392 -0.027 0.038 0.125 -0.2262
C 0.596 -0.137 3.084 -0.142 -0.119 -0.192 0.0860
N -0.320 -0.267 2.116 -0.115 -0.113 0.387 -0.4436
C -1.526 -0.120 -2.322 0.166 -0.060 0.275 0.1300
C -1.889 0.080 -3.630 -0.070 0.034 -0.179 -0.1864
C -0.946 -0.136 -4.625 -0.017 0.018 -0.027 -0.1010
C 0.322 -0.573 -4.273 0.000 0.009 -0.089 -0.2297
C 0.619 -0.757 -2.940 -0.112 0.020 0.208 0.0845
N -0.280 -0.514 -1.974 0.054 -0.193 -0.191 -0.4688
H -3.124 0.175 3.885 0.031 0.010 0.007 0.2684
H -1.420 0.396 5.732 0.009 0.006 -0.016 0.2450
H 1.002 0.234 5.143 -0.027 -0.025 -0.019 0.2485
H 1.629 -0.224 2.784 0.059 0.000 -0.043 0.2222
H -2.900 0.404 -3.838 0.013 0.004 -0.009 0.2716
H -1.199 0.030 -5.664 -0.004 -0.006 0.011 0.2461
H 1.082 -0.762 -5.018 -0.019 0.001 0.000 0.2482
H 1.594 -1.095 -2.622 0.032 -0.001 0.044 0.2182
S 3.565 -1.005 0.894 -0.070 -0.039 0.023 0.1985
C 2.569 -2.302 0.566 -0.111 0.203 0.008 -0.2227
N 1.259 -2.214 0.261 0.083 -0.239 -0.139 -0.5306
C 0.696 -3.443 0.067 0.082 0.126 0.017 0.2095
C -0.656 -3.697 -0.251 0.060 -0.003 0.022 -0.2420
C -1.055 -4.996 -0.396 0.022 -0.047 0.001 -0.1586
C -0.141 -6.067 -0.241 -0.049 -0.002 -0.014 -0.1441
C 1.178 -5.847 0.067 0.004 0.002 0.002 -0.2119
C 1.598 -4.522 0.223 -0.042 -0.058 -0.004 -0.2302
S 3.152 -3.932 0.611 0.115 -0.119 0.000 0.5701
H -1.361 -2.884 -0.363 -0.009 0.034 -0.007 0.2338
H -2.089 -5.213 -0.631 0.026 -0.015 0.002 0.2414
H -0.493 -7.083 -0.366 -0.010 0.035 0.000 0.2417
H 1.870 -6.670 0.185 -0.012 0.028 0.003 0.2469
O 0.120 4.908 -2.722 0.047 -0.022 0.058 -0.9107
S 1.094 4.669 -1.700 0.052 0.511 -0.221 2.2975
O 1.736 5.764 -1.045 -0.013 -0.090 -0.076 -0.8999
N 0.454 3.650 -0.578 -0.099 -0.251 0.117 -0.7106
C 1.022 2.500 -0.623 -0.381 -0.185 0.157 0.5857
O 0.618 1.522 0.154 0.683 -0.118 -0.417 -0.7328
C 2.138 2.347 -1.617 -0.052 -0.165 0.194 -0.0832
C 2.957 1.264 -1.876 0.026 0.012 0.006 -0.2241
C 3.932 1.383 -2.862 -0.057 0.033 0.035 -0.2003
C 4.079 2.575 -3.566 0.000 -0.013 0.003 -0.1834
C 3.264 3.669 -3.295 -0.020 0.062 0.016 -0.1718
C 2.304 3.524 -2.315 0.040 -0.005 -0.062 -0.3009
H 2.853 0.358 -1.295 0.025 -0.064 -0.008 0.1972
H 4.593 0.553 -3.079 -0.019 0.013 0.026 0.2202
H 4.847 2.657 -4.325 -0.010 -0.004 0.012 0.2306
H 3.387 4.604 -3.827 -0.023 -0.021 0.010 0.2466
```
Positions in Å, forces in eV/Å.

## Properties
HOMO-LUMO gap (alpha / beta) = 8.100 / 4.996 eV
Lowest unoccupied orbital energy (alpha / beta) = -3.58 / -6.73 eV
Net charge = +1
<S²> = 6.0509
Spin multiplicity = 5
Highest occupied orbital energy (alpha / beta) = -11.68 / -11.73 eV